C5H20F2N10O5Y | the ωB97M-V functional and the def2-TZVPD basis

Calculated values
ΔE to the lowest compared entry with this formula, charge and spin   660.9 kJ/mol
Multiplicity   1
Orbital gap   4.31 eV
Charge   +1
HOMO energy   -11.72 eV

Positions of all 43 atoms, in Å:
1 Y -3.02784 1.08914 0.06858
2 F -1.45454 2.67022 0.79741
3 F -1.08207 0.11602 -0.70404
4 C -2.20580 -0.56951 3.15152
5 O -2.09592 -0.22344 2.03261
6 N -2.39700 0.28328 4.15508
7 N -2.41915 -1.84034 3.43064
8 H -2.74007 -0.02714 5.05288
9 H -2.38813 1.26453 3.91597
10 H -2.51634 -2.13059 4.39313
11 H -2.11955 -2.55856 2.78683
12 C 1.46026 0.75117 2.33762
13 O 2.26137 0.41321 3.15982
14 N 0.47347 1.56752 2.65716
15 N 1.43906 0.43364 1.07457
16 H -0.18678 1.90451 1.97115
17 H 0.46828 1.80300 3.63931
18 H 2.26850 0.06767 0.62938
19 H 0.60950 0.57033 0.51488
20 C -0.22920 -0.97521 -4.68185
21 O -1.40229 -1.12933 -4.91137
22 N 0.58818 -1.01737 -5.64654
23 N 0.45440 -0.74055 -3.59435
24 H 1.40548 -0.42710 -5.58586
25 H 0.22787 -1.07089 -6.58857
26 H -0.02420 -0.59854 -2.71635
27 H 1.45863 -0.66705 -3.51552
28 C 1.69660 3.16837 -1.57412
29 O 2.61905 3.82021 -2.06540
30 N 1.25651 3.32214 -0.30495
31 N 0.98466 2.09799 -2.05387
32 H 1.50475 4.15789 0.20495
33 H 0.54867 2.66803 -0.00294
34 H 0.31024 1.68846 -1.42335
35 H 1.11526 1.57866 -2.91023
36 C 0.73324 -3.00444 0.25439
37 O 1.27388 -4.04348 0.15648
38 N 0.26305 -2.40284 -0.80689
39 N 0.29321 -2.63634 1.37498
40 H -0.32826 -1.58436 -0.78354
41 H 0.45064 -2.97364 -1.61874
42 H -0.29926 -1.83200 1.52371
43 H 0.75163 -2.98325 2.20541


C5H20Li3N4O6 | the ωB97M-V functional and the def2-TZVPD basis

Calculated values
Multiplicity   2
Orbital gap (alpha / beta)   8.18 / 2.86 eV
Charge   +2
HOMO energy (alpha / beta)   -14.68 / -14.68 eV

Positions of all 38 atoms, in Å:
1 Li 2.68915 2.05035 -0.34552
2 Li 1.11569 2.32925 2.69386
3 Li 3.28853 0.90171 2.34335
4 O 2.75049 2.10963 3.78495
5 H 3.57861 2.60898 3.92420
6 O 1.81531 1.26311 1.14416
7 H 1.55160 0.68892 0.39898
8 O 1.29045 2.67164 -1.72937
9 H 0.79308 2.33566 -2.47500
10 H 1.46942 3.58515 -1.95228
11 C -2.64736 2.03358 0.18984
12 O -3.41241 1.70436 1.08312
13 N -2.92296 1.98171 -1.08750
14 N -1.41877 2.03349 0.31787
15 H -2.31706 2.30679 -1.82731
16 H -3.87798 1.65411 -1.11462
17 H -1.10438 1.67965 1.21008
18 H -0.79409 2.32415 -0.42062
19 C -0.23321 0.25936 -3.33784
20 O -0.78370 1.36118 -3.41828
21 N 0.20606 -0.27303 -2.24062
22 N 0.14827 -0.43051 -4.32224
23 H 0.14587 0.22420 -1.36356
24 H 0.68944 -1.14422 -2.40633
25 H -0.07343 -0.11414 -5.25544
26 H 0.42374 -1.39941 -4.24833
27 C -0.50528 -4.02584 2.01327
28 C 0.22638 -2.89392 1.34767
29 C -0.69714 -1.68333 1.30486
30 O 1.41215 -2.60847 2.12876
31 H 0.24541 -4.79263 2.20459
32 H -1.17042 -4.52510 1.30869
33 H -0.98965 -3.93543 2.98554
34 H 0.43040 -3.10842 0.29864
35 H -0.25622 -0.82300 0.80135
36 H -0.93960 -1.43352 2.33778
37 H -1.58008 -1.92721 0.71407
38 H 1.45367 -2.98880 3.00923


C5H20N2O5 | the ωB97M-V functional and the def2-TZVPD basis

Calculated values
ΔE to the lowest compared entry with this formula, charge and spin   398.2 kJ/mol
Multiplicity   1
Orbital gap   9.39 eV
HOMO energy   -9.04 eV

Positions of all 32 atoms, in Å:
1 C -0.54558 2.74293 -1.01777
2 N -0.39377 1.81393 0.14863
3 C 0.10256 2.69547 1.40132
4 C 0.54196 0.65349 -0.09157
5 C -0.28123 -0.69510 -0.00209
6 N -0.80690 -0.88985 1.30354
7 C -0.13314 -1.72198 2.20929
8 O -0.31785 -1.71063 3.40732
9 H -1.16747 2.27925 -1.80842
10 H 0.31391 3.14386 -1.60941
11 H -1.16297 3.66056 -0.77823
12 H 0.79783 2.12479 2.11568
13 H -0.80823 2.94675 1.84444
14 H 0.78440 3.47744 1.07626
15 H 1.29144 0.52539 0.61650
16 H 1.09420 0.75928 -1.06398
17 H -1.20992 -0.40024 -0.66307
18 H 0.41679 -1.50471 -0.28676
19 H -1.55778 -0.27381 1.58356
20 H 0.67515 -2.33958 1.71000
21 O 2.79076 -3.26366 0.95665
22 H 2.95704 -3.13206 0.01259
23 H 2.32604 -2.37034 1.12817
24 O -3.14919 -0.70451 -4.42924
25 H -3.27290 -0.17328 -3.61024
26 H -3.43350 -1.47625 -3.96418
27 O 2.43729 -1.24775 3.03670
28 H 1.85064 -1.25569 3.81202
29 H 2.66101 -0.36020 3.06572
30 O -1.09930 -1.26769 -3.12294
31 H -0.30641 -1.52480 -3.39446
32 H -1.39487 -0.51102 -3.58603


C5H20N2O6 | the ωB97M-V functional and the def2-TZVPD basis

Calculated values
Multiplicity   2
Orbital gap (alpha / beta)   2.46 / 7.78 eV
Charge   -1
HOMO energy (alpha / beta)   0.49 / -4.92 eV

Positions of all 33 atoms, in Å:
1 O 1.23335 2.55181 1.69957
2 C 1.71803 1.45763 1.64907
3 C 0.80234 0.38032 0.98870
4 C 0.52765 -0.89529 1.86964
5 C -0.89060 -1.29638 1.90733
6 C -1.33549 -2.54535 1.59330
7 N -1.74752 -0.23338 2.03168
8 N 1.62730 0.10756 -0.20512
9 H 2.65016 0.93874 2.06903
10 H -0.07512 0.89336 0.82764
11 H 1.21320 -1.85497 1.79186
12 H 0.86979 -0.42613 2.91108
13 H -0.81042 -3.37042 1.27942
14 H -2.29505 -2.68165 1.55620
15 H -1.20368 0.60258 2.23503
16 H -2.57725 -0.31025 2.69535
17 H 2.05000 -0.81258 -0.25481
18 H 1.15812 0.21111 -1.15802
19 H -1.71065 0.71133 0.08485
20 H -2.34321 2.13906 0.05955
21 O -2.00589 1.50928 -0.46464
22 H -0.85759 0.98923 -3.34891
23 H -1.05836 -0.11414 -2.43597
24 O -0.38998 0.17756 -2.95991
25 H 0.34943 -2.28312 -2.13359
26 H 1.51934 -1.23844 -2.77199
27 O 1.26730 -2.13804 -2.52422
28 H 0.59538 1.71231 -2.51292
29 H 1.81926 2.01535 -1.65580
30 O 1.01637 2.42298 -2.14953
31 H -0.56525 -1.29697 -0.34566
32 H -1.80015 -2.19525 -0.82016
33 O -1.24840 -1.44282 -0.96457


C5H20O5 | the ωB97M-V functional and the def2-TZVPD basis

Calculated values
ΔE to the lowest compared entry with this formula, charge and spin   269.0 kJ/mol
Multiplicity   1
Orbital gap   10.27 eV
HOMO energy   -9.74 eV

Positions of all 30 atoms, in Å:
1 C 17.28269 8.69036 9.97079
2 O 18.68821 8.39255 9.80081
3 H 16.65188 8.73705 9.08309
4 H 16.85126 7.83420 10.48940
5 H 17.25327 9.50301 10.69663
6 H 19.17706 8.74849 10.54642
7 C 14.33735 15.10623 4.51477
8 O 14.76289 13.77762 4.80212
9 H 13.94281 15.09265 3.49878
10 H 13.55176 15.47760 5.17282
11 H 15.14274 15.84065 4.50585
12 H 15.47661 13.56194 4.19740
13 C 13.60671 10.81450 3.60092
14 O 12.98559 10.10196 2.54943
15 H 14.02869 11.70039 3.12633
16 H 12.87562 11.17266 4.32572
17 H 14.38947 10.31972 4.17588
18 H 13.70843 9.64924 2.10882
19 C 14.56150 10.28128 11.43159
20 O 13.43885 10.87561 12.07938
21 H 15.07831 9.55202 12.05543
22 H 14.24546 9.65978 10.59376
23 H 15.30068 11.01347 11.10662
24 H 13.69177 11.41041 12.83544
25 C 15.54357 11.45557 7.40289
26 O 15.25147 12.81782 7.63885
27 H 14.68389 11.21837 6.77617
28 H 16.39585 11.25260 6.75442
29 H 15.55880 10.83598 8.29954
30 H 15.39320 13.28538 6.81248


C5H21BaO6 | the ωB97M-V functional and the def2-TZVPD basis

Calculated values
ΔE to the lowest compared entry with this formula, charge and spin   790.1 kJ/mol
Multiplicity   1
Orbital gap   3.06 eV
Charge   +1
HOMO energy   -9.70 eV

Positions of all 33 atoms, in Å:
1 Ba 3.99509 7.18669 13.82563
2 O 6.55370 4.79515 10.73480
3 H 6.85045 4.14917 10.06459
4 C 7.02818 3.82655 17.84075
5 O 6.41745 3.90996 16.62701
6 H 6.90296 2.81550 18.22830
7 H 8.06662 4.14501 17.93199
8 H 6.50209 4.44658 18.56662
9 H 6.81075 3.27859 16.02013
10 C 11.09712 4.72903 12.61787
11 O 10.55479 5.89359 12.00940
12 H 11.83806 5.04158 13.35368
13 H 10.32736 4.16464 13.14421
14 H 11.47247 4.20492 11.73895
15 H 9.67693 5.60207 11.75252
16 C 8.45374 7.39281 6.00495
17 O 8.11170 6.09581 6.49717
18 H 9.07068 7.34769 5.10748
19 H 7.58117 7.95784 5.67717
20 H 9.03070 7.98301 6.71691
21 H 7.78564 6.17122 7.39695
22 C 2.57445 4.72431 7.27724
23 O 3.21179 5.74735 7.95308
24 H 3.21511 4.58920 6.40580
25 H 2.53323 3.81916 7.88313
26 H 1.58830 5.07594 6.97397
27 H 3.95510 5.44911 8.48237
28 C 6.96859 -0.16625 10.52744
29 O 6.49739 0.61918 11.64962
30 H 6.35014 -0.02806 9.64057
31 H 7.96895 0.17172 10.25692
32 H 7.17156 -1.19844 10.81284
33 H 6.53557 1.53001 11.34874


Summary of E in hartree
-1364.23458 -895.06917 -688.11070 -763.29902 -578.56428 -679.48492
(order as listed above)